{"formula": "C46H31CaCl2N9O6S2", "method": "the ωB97M-V functional and the def2-TZVPD basis", "symbols": ["Ca", "Cl", "C", "C", "C", "N", "C", "O", "C", "C", "C", "C", "C", "N", "C", "C", "C", "Cl", "N", "C", "O", "C", "C", "C", "C", "C", "N", "H", "H", "H", "H", "H", "H", "H", "H", "H", "H", "C", "O", "C", "C", "C", "C", "C", "C", "N", "N", "C", "C", "C", "C", "O", "C", "N", "C", "C", "C", "C", "H", "H", "H", "H", "H", "H", "H", "H", "H", "H", "H", "H", "O", "S", "O", "N", "C", "S", "C", "C", "C", "C", "C", "C", "H", "H", "H", "H", "C", "C", "C", "N", "C", "C", "H", "H", "H", "H", "H"], "positions_angstrom": [[-0.391, -0.168, -0.263], [0.164, -6.575, 2.831], [0.008, -4.844, 2.643], [0.377, -4.274, 1.427], [0.269, -2.901, 1.211], [0.629, -2.269, 0.021], [1.163, -2.877, -1.032], [1.407, -4.080, -1.235], [1.536, -1.904, -2.160], [1.727, -2.415, -3.440], [2.030, -1.540, -4.466], [2.162, -0.188, -4.180], [1.969, 0.229, -2.874], [1.658, -0.604, -1.881], [-0.237, -2.069, 2.276], [-0.574, -2.673, 3.489], [-0.458, -4.049, 3.666], [-0.923, -4.729, 5.207], [-0.359, -0.709, 2.024], [-0.697, 0.206, 2.937], [-1.025, 0.055, 4.124], [-0.606, 1.653, 2.423], [-0.995, 2.687, 3.264], [-0.902, 3.993, 2.812], [-0.407, 4.225, 1.538], [-0.021, 3.139, 0.770], [-0.105, 1.883, 1.204], [0.750, -4.898, 0.631], [1.612, -3.480, -3.582], [2.151, -1.903, -5.480], [2.383, 0.540, -4.949], [2.023, 1.279, -2.612], [-0.947, -2.054, 4.288], [-1.386, 2.433, 4.238], [-1.247, 4.820, 3.421], [-0.355, 5.225, 1.130], [0.326, 3.263, -0.249], [-8.031, -1.844, -2.006], [-7.454, -0.568, -2.177], [-6.712, -0.356, -3.306], [-6.639, -1.247, -4.367], [-5.861, -0.923, -5.477], [-5.126, 0.245, -5.513], [-5.222, 1.148, -4.449], [-6.012, 0.852, -3.358], [-4.404, 0.538, -6.731], [-3.235, 0.997, -6.727], [-2.452, 1.030, -5.533], [-1.813, 2.212, -5.224], [-1.186, 2.425, -4.000], [-1.130, 1.418, -3.018], [-0.593, 1.565, -1.877], [-1.657, 0.114, -3.420], [-1.464, -0.901, -2.544], [-1.838, -2.113, -2.861], [-2.424, -2.423, -4.100], [-2.656, -1.413, -4.991], [-2.294, -0.085, -4.664], [-8.516, -1.831, -1.034], [-7.267, -2.627, -2.017], [-8.777, -2.056, -2.778], [-7.176, -2.183, -4.351], [-5.811, -1.600, -6.322], [-4.664, 2.074, -4.462], [-6.083, 1.541, -2.523], [-1.878, 3.021, -5.944], [-0.755, 3.389, -3.763], [-1.663, -2.886, -2.118], [-2.681, -3.449, -4.330], [-3.093, -1.622, -5.955], [-5.406, 6.410, 3.136], [-4.189, 5.649, 2.986], [-2.971, 6.320, 3.388], [-4.051, 5.023, 1.493], [-4.093, 3.703, 1.498], [-3.946, 2.666, 0.192], [-4.265, 3.114, 2.880], [-4.312, 1.780, 3.254], [-4.406, 1.477, 4.604], [-4.463, 2.488, 5.563], [-4.424, 3.826, 5.189], [-4.325, 4.103, 3.838], [-4.236, 1.011, 2.494], [-4.395, 0.442, 4.919], [-4.521, 2.224, 6.612], [-4.455, 4.620, 5.925], [-5.441, -1.807, 0.941], [-5.111, -0.738, 0.127], [-3.786, -0.596, -0.261], [-2.810, -1.412, 0.136], [-3.141, -2.446, 0.915], [-4.439, -2.686, 1.332], [-6.462, -1.951, 1.274], [-5.841, -0.011, -0.196], [-3.498, 0.226, -0.908], [-2.335, -3.099, 1.224], [-4.647, -3.536, 1.969]], "atomic_forces_ev_per_a": [[-0.10, 0.43, -0.48], [0.00, 0.01, 0.00], [0.04, -0.03, -0.07], [-0.08, 0.02, 0.10], [0.06, -0.06, 0.04], [-0.09, 0.13, 0.01], [0.11, -0.10, 0.22], [-0.05, 0.06, -0.09], [0.02, -0.20, 0.25], [0.02, 0.07, 0.00], [-0.01, -0.02, 0.01], [0.00, 0.04, 0.03], [-0.03, -0.03, -0.04], [-0.22, -0.04, -0.04], [0.10, 0.07, 0.13], [-0.03, -0.15, -0.10], [-0.02, 0.10, 0.04], [0.00, -0.01, -0.01], [0.16, 0.06, -0.15], [0.16, -0.11, 0.16], [-0.04, 0.03, -0.10], [0.22, -0.18, 0.15], [-0.04, -0.01, -0.07], [0.04, -0.02, 0.08], [0.03, -0.05, -0.06], [-0.12, 0.07, 0.03], [-0.29, -0.26, -0.06], [0.01, 0.00, -0.01], [0.01, 0.00, -0.02], [0.01, 0.01, -0.01], [0.00, -0.02, -0.02], [0.00, 0.00, 0.00], [0.01, 0.01, 0.02], [-0.02, 0.01, 0.02], [0.05, -0.06, -0.04], [-0.01, 0.01, 0.02], [0.00, 0.00, 0.00], [0.08, 0.05, -0.01], [-0.03, 0.03, -0.06], [-0.02, -0.04, 0.07], [0.05, 0.10, -0.02], [-0.06, -0.05, 0.08], [0.31, 0.01, -0.19], [0.03, -0.11, 0.02], [-0.01, -0.02, -0.01], [0.36, 0.36, 0.11], [-0.34, -0.33, 0.17], [-0.29, -0.01, -0.22], [-0.06, 0.07, 0.06], [-0.01, -0.03, -0.01], [0.22, 0.03, 0.04], [-0.11, -0.03, -0.04], [-0.02, -0.13, -0.05], [0.13, 0.12, 0.12], [-0.04, -0.07, -0.04], [0.02, 0.00, 0.05], [0.02, 0.11, 0.10], [-0.05, -0.03, 0.09], [0.00, 0.01, 0.00], [0.01, -0.01, -0.01], [-0.02, 0.00, -0.01], [-0.03, -0.04, 0.00], [0.00, 0.00, 0.01], [0.04, 0.03, -0.02], [0.02, -0.02, 0.00], [-0.01, 0.01, 0.00], [0.01, -0.01, 0.01], [0.01, 0.00, 0.00], [0.00, 0.00, -0.01], [-0.07, -0.01, -0.09], [0.00, 0.00, -0.01], [-0.05, -0.01, -0.02], [-0.08, 0.06, 0.00], [0.01, 0.06, -0.05], [-0.01, -0.21, 0.22], [-0.01, 0.29, -0.17], [0.00, 0.09, -0.01], [0.03, 0.01, -0.03], [0.04, 0.02, 0.00], [0.00, -0.03, 0.01], [0.01, -0.01, -0.03], [0.00, -0.03, 0.06], [0.00, 0.01, 0.02], [-0.01, 0.00, 0.00], [0.00, 0.01, 0.00], [0.00, 0.00, -0.01], [0.01, 0.00, -0.02], [0.00, -0.04, -0.01], [0.08, 0.02, -0.03], [0.04, 0.04, -0.06], [-0.07, 0.04, 0.02], [0.00, -0.01, 0.01], [-0.01, 0.00, 0.01], [-0.01, -0.02, 0.01], [-0.01, -0.05, 0.02], [0.03, 0.00, 0.00], [0.00, 0.00, 0.00]], "de_lowest_kj_mol": 0.0, "gap_ev": 6.36, "total_charge": -2}


{"formula": "C46H32CrN3O10S2", "method": "the ωB97M-V functional and the def2-TZVPD basis", "symbols": ["Cr", "O", "C", "O", "C", "C", "C", "C", "C", "N", "C", "O", "O", "H", "H", "H", "C", "C", "C", "C", "C", "C", "C", "S", "O", "C", "C", "C", "C", "C", "C", "C", "C", "C", "C", "C", "C", "C", "C", "C", "C", "C", "C", "C", "C", "S", "O", "C", "C", "C", "C", "C", "C", "C", "H", "H", "H", "H", "H", "H", "H", "H", "H", "H", "H", "H", "H", "H", "H", "H", "H", "H", "H", "H", "H", "H", "H", "H", "H", "H", "O", "C", "O", "C", "C", "N", "N", "C", "C", "O", "O", "H", "H", "H"], "positions_angstrom": [[-0.216, 0.590, 0.899], [3.587, 1.640, 1.861], [2.448, 1.222, 1.720], [1.601, 1.502, 0.797], [1.903, 0.218, 2.746], [2.512, -0.203, 3.915], [1.841, -1.129, 4.708], [0.597, -1.619, 4.316], [0.050, -1.140, 3.141], [0.706, -0.246, 2.412], [-1.297, -1.520, 2.513], [-1.903, -2.489, 2.952], [-1.628, -0.760, 1.534], [3.484, 0.195, 4.172], [2.288, -1.471, 5.633], [0.053, -2.350, 4.898], [4.443, -6.825, -1.717], [3.540, -5.620, -1.681], [3.087, -5.116, -0.464], [2.297, -3.978, -0.410], [1.948, -3.344, -1.589], [2.392, -3.820, -2.812], [3.177, -4.963, -2.852], [0.988, -1.824, -1.507], [0.947, -1.476, -0.055], [-0.624, -2.590, -1.816], [-1.267, -3.154, -0.695], [-2.462, -3.783, -0.849], [-3.079, -3.859, -2.123], [-4.325, -4.506, -2.302], [-4.935, -4.525, -3.523], [-4.333, -3.878, -4.623], [-3.125, -3.258, -4.484], [-2.451, -3.254, -3.238], [-1.182, -2.614, -3.067], [-0.491, -1.997, -4.233], [0.092, -2.838, -5.231], [0.065, -4.256, -5.137], [0.640, -5.034, -6.099], [1.280, -4.444, -7.211], [1.340, -3.086, -7.320], [0.758, -2.249, -6.333], [0.851, -0.840, -6.412], [0.305, -0.052, -5.444], [-0.385, -0.634, -4.362], [-1.054, 0.561, -3.146], [-0.838, 1.882, -3.787], [-2.793, 0.159, -3.359], [-3.525, -0.313, -2.284], [-4.880, -0.560, -2.449], [-5.508, -0.327, -3.669], [-6.974, -0.618, -3.840], [-4.753, 0.173, -4.728], [-3.400, 0.418, -4.579], [4.099, -7.595, -1.026], [5.457, -6.547, -1.421], [4.492, -7.253, -2.717], [3.361, -5.618, 0.456], [1.952, -3.570, 0.532], [2.126, -3.308, -3.729], [3.514, -5.342, -3.810], [-0.811, -3.060, 0.280], [-2.962, -4.218, 0.008], [-4.789, -4.983, -1.447], [-5.886, -5.028, -3.648], [-4.840, -3.862, -5.580], [-2.676, -2.751, -5.328], [-0.409, -4.717, -4.280], [0.611, -6.112, -6.006], [1.730, -5.072, -7.969], [1.841, -2.622, -8.162], [1.369, -0.398, -7.256], [0.356, 1.028, -5.484], [-3.056, -0.473, -1.323], [-5.459, -0.922, -1.608], [-7.513, -0.463, -2.906], [-7.125, -1.658, -4.141], [-7.416, 0.020, -4.605], [-5.235, 0.378, -5.677], [-2.813, 0.831, -5.392], [-3.172, 5.797, 0.379], [-2.667, 5.843, 1.595], [-2.764, 6.824, 2.300], [-1.964, 4.628, 2.092], [-1.453, 4.532, 3.364], [-0.917, 3.304, 3.475], [-1.041, 2.584, 2.357], [-1.665, 3.372, 1.497], [-1.938, 2.850, 0.111], [-2.716, 3.482, -0.616], [-1.339, 1.782, -0.205], [-3.016, 4.897, -0.064], [-1.455, 5.250, 4.165], [-0.457, 2.898, 4.271]], "atomic_forces_ev_per_a": [[-0.20, 0.27, -0.32], [0.06, 0.03, 0.08], [-0.10, 0.00, -0.13], [0.29, 0.10, 0.20], [-0.04, 0.08, -0.12], [0.07, -0.07, 0.04], [-0.03, 0.05, -0.09], [0.05, -0.06, 0.08], [-0.10, 0.02, -0.14], [0.45, -0.43, 0.88], [0.01, 0.11, -0.14], [-0.03, -0.07, 0.07], [-0.08, -0.19, 0.17], [0.00, -0.01, 0.01], [0.01, -0.02, 0.00], [-0.02, 0.00, -0.01], [-0.02, 0.04, 0.01], [0.01, -0.01, 0.01], [-0.02, 0.00, -0.02], [-0.04, -0.04, 0.04], [0.07, 0.10, -0.07], [0.00, 0.05, 0.00], [-0.02, -0.01, 0.02], [-0.20, -0.18, 0.11], [0.12, 0.05, -0.16], [0.04, -0.07, -0.06], [0.00, -0.02, 0.13], [-0.01, -0.02, -0.02], [0.05, 0.02, -0.06], [-0.02, 0.00, 0.00], [-0.02, 0.00, 0.00], [-0.02, 0.03, 0.01], [0.04, -0.02, 0.00], [-0.06, 0.09, 0.02], [-0.08, 0.02, 0.05], [0.10, 0.02, -0.01], [0.05, 0.04, -0.01], [-0.09, 0.01, -0.04], [-0.02, -0.01, 0.01], [0.01, 0.01, 0.00], [0.01, -0.02, -0.01], [-0.01, 0.00, 0.03], [0.00, -0.03, 0.01], [-0.08, 0.05, -0.09], [-0.16, 0.00, -0.09], [0.01, -0.08, 0.08], [0.07, -0.07, 0.00], [0.13, 0.02, -0.05], [0.05, 0.04, 0.00], [-0.05, -0.02, -0.06], [0.00, -0.01, 0.08], [0.05, 0.00, 0.01], [0.04, -0.03, -0.03], [-0.02, -0.01, -0.03], [0.00, -0.01, 0.00], [0.01, -0.02, 0.00], [-0.01, -0.01, 0.00], [0.01, 0.00, 0.01], [0.02, 0.02, 0.00], [0.07, 0.00, 0.04], [0.02, 0.00, 0.00], [0.00, 0.01, 0.00], [0.01, 0.03, 0.02], [0.01, 0.02, 0.02], [-0.01, 0.02, 0.00], [0.01, -0.01, -0.01], [0.02, 0.01, -0.02], [-0.02, 0.00, 0.01], [0.00, -0.01, 0.00], [0.00, 0.00, 0.00], [0.00, 0.01, 0.00], [0.01, 0.02, 0.01], [0.01, 0.01, 0.02], [0.10, 0.00, 0.09], [-0.01, -0.02, 0.01], [-0.02, 0.00, 0.00], [-0.01, -0.01, -0.01], [-0.01, -0.01, 0.00], [0.00, 0.01, 0.00], [0.00, 0.00, 0.01], [-0.01, 0.06, 0.01], [0.03, 0.00, -0.03], [-0.01, 0.01, 0.03], [-0.05, -0.07, -0.12], [-0.02, -0.01, 0.03], [-0.03, 0.00, 0.06], [0.07, 0.07, -0.10], [-0.04, 0.02, 0.08], [0.13, -0.14, 0.05], [0.02, 0.09, -0.01], [-0.51, 0.18, -0.58], [-0.02, -0.07, 0.06], [0.02, 0.01, 0.01], [-0.01, 0.01, -0.04]], "de_lowest_kj_mol": 20.1, "gap_ev": [6.50, 8.26], "s2": 6.011, "total_charge": -1, "multiplicity": 5}